A molecular structure, C26H42BF2KN12O5S2. Source: the OMol25 dataset; level of theory: ωB97M-V/def2-TZVPD.

```
! RIJCOSX wB97M-V def2-TZVPD def2/J DEFGRID3
* xyz -2 1
K -0.82 -0.93 -0.21
O -0.03 -4.26 -4.47
C -0.70 -3.26 -5.05
C -0.64 -3.14 -6.44
C -1.32 -2.12 -7.10
C -2.06 -1.20 -6.38
C -2.12 -1.31 -4.99
C -1.45 -2.32 -4.31
C -1.56 -2.35 -2.80
O -2.22 -1.44 -2.23
N -0.92 -3.38 -2.26
N -0.80 -3.44 -0.86
C -1.69 -4.09 -0.24
C -1.70 -4.31 1.21
C -2.23 -5.54 1.63
C -2.24 -5.94 2.96
C -1.71 -5.06 3.90
C -1.22 -3.83 3.54
C -1.21 -3.36 2.19
O -0.83 -2.18 1.90
H -0.22 -4.14 -3.47
H -0.06 -3.87 -6.99
H -1.26 -2.05 -8.18
H -2.59 -0.40 -6.88
H -2.68 -0.61 -4.39
H -2.50 -4.57 -0.81
H -2.62 -6.20 0.87
H -2.64 -6.90 3.24
H -1.69 -5.34 4.95
H -0.83 -3.14 4.28
N 1.17 0.37 -1.75
C 1.31 1.71 -1.15
C 2.07 2.73 -2.02
C 3.44 3.08 -1.45
C 3.38 3.91 -0.17
N 3.07 5.33 -0.35
C 1.76 5.85 -0.35
N 0.83 5.35 0.58
N 1.24 6.28 -1.60
C -0.10 2.22 -0.70
O -0.52 3.30 -1.18
O -0.71 1.51 0.14
H 2.08 0.00 -1.97
H 0.66 0.43 -2.63
H 1.85 1.56 -0.21
H 1.45 3.62 -2.12
H 2.18 2.31 -3.03
H 4.05 3.61 -2.19
H 3.99 2.15 -1.22
H 4.34 3.84 0.35
H 2.65 3.49 0.52
H 3.64 5.78 -1.05
H 1.27 5.01 1.43
H 0.24 4.61 0.19
H 1.04 5.49 -2.22
H 0.36 6.75 -1.44
S -3.77 1.14 2.62
C -3.82 1.45 0.97
N -3.73 2.68 0.42
C -3.59 2.64 -1.04
C -3.79 1.14 -1.35
N -4.00 0.56 -0.02
H -3.28 3.39 0.97
H -2.60 2.99 -1.32
H -4.36 3.25 -1.51
H -2.93 0.68 -1.84
H -4.67 0.97 -1.97
H -3.84 -0.42 0.14
C 4.15 -2.27 1.82
N 2.76 -2.14 2.27
C 2.50 -1.07 3.16
S 2.49 0.51 2.38
N 3.01 -1.31 4.45
C 2.18 -0.93 5.60
H 4.18 -2.85 0.90
H 4.76 -2.80 2.56
H 4.63 -1.29 1.64
H 2.14 -2.08 1.48
H 3.21 -2.30 4.50
H 2.05 0.15 5.62
H 2.69 -1.24 6.51
H 1.19 -1.39 5.57
N -0.20 1.33 2.90
N -0.61 0.14 3.63
H -0.87 2.06 3.15
H -0.30 1.22 1.88
H -1.62 0.10 3.50
H -0.29 -0.67 3.09
F 1.46 2.98 2.50
B 1.28 1.80 3.22
F 1.42 1.99 4.58
*
```

Values from the calculation:
- HOMO energy (alpha / beta): -1.5 / -1.3 eV
- Frontier orbital gap (alpha / beta): 5.54 / 5.38 eV

These are the Löwdin partial charges, in e, on atoms 1 to 8: atom 1 (K): 0.803, atom 2 (O): 0.014, atom 3 (C): -0.296, atom 4 (C): -0.043, atom 5 (C): -0.126, atom 6 (C): -0.122, atom 7 (C): -0.042, atom 8 (C): -0.071

***

5 unconnected molecules or ions with the total composition C26H42BrCl2N2O14S. Source: the OMol25 dataset; level of theory: ωB97M-V/def2-TZVPD.

```
! RIJCOSX wB97M-V def2-TZVPD def2/J DEFGRID3
* xyz 1 1
C 3.60 2.17 5.10
C 2.88 2.87 3.98
Cl 1.36 3.56 4.42
C 3.36 3.01 2.73
Cl 4.96 2.40 2.44
C 2.77 3.71 1.52
C 2.09 5.07 1.70
Br 3.21 6.21 2.75
O 1.97 5.67 0.43
C 1.04 5.02 -0.40
O 1.03 5.65 -1.63
C 1.45 3.55 -0.61
N 1.94 2.79 0.60
N 2.93 1.85 0.08
C 0.80 1.99 1.23
C -0.54 2.71 1.38
C -1.39 2.11 2.51
S -2.33 3.34 3.47
H 3.83 1.14 4.81
H 4.55 2.67 5.30
H 2.98 2.15 6.00
H 3.62 3.94 0.87
H 1.11 5.03 2.19
H 0.02 5.12 -0.01
H 1.92 5.93 -1.85
H 2.29 3.56 -1.31
H 0.65 2.97 -1.08
H 3.02 1.09 0.75
H 2.49 1.47 -0.76
H 0.66 1.14 0.55
H 1.16 1.60 2.18
H -1.10 2.60 0.44
H -0.43 3.79 1.53
H -2.16 1.45 2.11
H -0.76 1.56 3.21
H -1.53 4.39 3.23
C 0.81 -2.47 -4.13
C 1.37 -1.07 -3.97
C 2.02 -0.80 -2.63
O 1.82 0.63 -2.50
C 0.70 0.96 -3.20
O 0.13 2.00 -3.08
O 0.33 -0.06 -3.98
H 0.88 -3.02 -3.20
H -0.23 -2.45 -4.45
H 1.39 -3.02 -4.87
H 2.06 -0.82 -4.78
H 3.07 -1.04 -2.57
H 1.48 -1.29 -1.82
C -3.82 1.76 -1.16
C -3.14 0.44 -1.47
C -3.79 -0.81 -0.90
O -2.66 -1.70 -0.75
C -1.57 -0.94 -0.57
O -0.50 -1.33 -0.21
O -1.83 0.35 -0.86
H -4.64 1.63 -0.45
H -3.11 2.46 -0.73
H -4.23 2.21 -2.06
H -2.99 0.32 -2.54
H -4.53 -1.27 -1.54
H -4.22 -0.63 0.09
C 2.88 -7.98 -4.96
C 2.42 -7.22 -3.73
C 1.06 -6.57 -3.81
O 1.20 -5.45 -2.92
C 2.50 -5.10 -2.91
O 2.93 -4.08 -2.46
O 3.25 -6.06 -3.49
H 2.19 -7.85 -5.79
H 3.86 -7.62 -5.28
H 2.96 -9.04 -4.76
H 2.49 -7.84 -2.84
H 0.24 -7.20 -3.49
H 0.85 -6.18 -4.81
C -3.33 -1.47 5.14
C -4.59 -1.42 4.30
C -4.52 -2.12 2.96
O -5.47 -1.37 2.18
C -5.50 -0.11 2.68
O -5.98 0.82 2.12
O -4.89 -0.07 3.88
H -2.50 -1.92 4.59
H -3.04 -0.46 5.44
H -3.48 -2.06 6.05
H -5.45 -1.77 4.87
H -4.80 -3.17 2.97
H -3.53 -2.00 2.51
*
```

Values from the calculation:
- HOMO energy: -11.5 eV
- Frontier orbital gap: 9.57 eV

These are the Löwdin partial charges, in e, on atoms 1 to 8: atom 1 (C): -0.115, atom 2 (C): -0.711, atom 3 (Cl): 0.783, atom 4 (C): -0.675, atom 5 (Cl): 0.763, atom 6 (C): -0.283, atom 7 (C): -0.717, atom 8 (Br): 0.885

***

A molecular structure, C26H42BrHgN3OP2 in a non-equilibrium geometry. Source: the OMol25 dataset; level of theory: ωB97M-V/def2-TZVPD.

```
! RIJCOSX wB97M-V def2-TZVPD def2/J DEFGRID3
* xyz 2 1
C 0.82 -5.66 -5.38
C 0.91 -4.25 -5.27
C 1.23 -3.52 -6.42
C 1.52 -4.22 -7.61
N 1.46 -5.55 -7.69
C 1.12 -6.25 -6.61
C 0.74 -3.58 -4.00
C 0.74 -3.17 -2.84
C 1.02 -2.69 -1.54
C 0.15 -2.92 -0.47
C 0.35 -2.30 0.76
C 1.34 -1.31 0.75
C 2.38 -1.20 -0.16
C 2.18 -1.91 -1.35
Hg 0.31 0.59 1.07
P -2.08 0.87 1.48
H 1.29 -2.43 -6.42
H 0.54 -6.30 -4.54
H 1.81 -3.69 -8.52
H 1.10 -7.34 -6.74
H 2.90 -1.78 -2.17
H -0.73 -3.55 -0.60
H 3.26 -0.56 -0.04
H -0.32 -2.47 1.60
C -2.52 1.90 2.92
C -3.58 2.98 2.67
H -1.58 2.34 3.27
H -2.85 1.20 3.71
H -3.73 3.56 3.59
H -3.27 3.67 1.88
H -4.55 2.53 2.40
C -2.47 1.53 -0.18
C -3.31 0.66 -1.11
H -1.50 1.70 -0.68
H -2.90 2.53 -0.04
H -3.20 1.03 -2.14
H -2.98 -0.39 -1.10
H -4.37 0.69 -0.85
C -2.95 -0.70 1.77
C -4.45 -0.55 1.95
H -2.50 -1.11 2.70
H -2.69 -1.39 0.95
H -4.91 -1.55 1.98
H -4.70 -0.05 2.90
H -4.91 0.01 1.13
Br 2.29 0.43 3.24
P 2.27 3.36 -0.09
C 0.45 3.44 0.08
C -0.05 4.89 0.10
H 0.15 2.94 1.02
H 0.01 2.90 -0.77
H -1.12 4.94 -0.16
H 0.10 5.35 1.08
H 0.51 5.49 -0.63
C 2.90 2.63 1.44
C 4.20 3.24 1.97
H 3.05 1.56 1.25
H 2.11 2.81 2.18
H 4.34 2.94 3.02
H 5.06 2.90 1.38
H 4.14 4.34 1.91
C 2.50 2.00 -1.31
C 2.83 2.59 -2.68
H 1.59 1.39 -1.34
H 3.33 1.37 -0.95
H 3.25 1.83 -3.34
H 1.93 3.02 -3.15
H 3.56 3.40 -2.59
N -1.36 -2.48 5.88
C -0.65 -1.69 4.99
N 0.66 -1.51 5.29
O -1.18 -1.11 4.03
H -0.88 -3.05 6.56
H -2.33 -2.68 5.65
H 1.22 -0.86 4.71
H 0.98 -1.78 6.21
*
```

Values from the calculation:
- ΔE to the lowest compared entry with this formula, charge and spin: 0.7056 eV
- HOMO energy (alpha / beta): -13.4 / -13.4 eV
- Frontier orbital gap (alpha / beta): 5.45 / 3.95 eV

These are the Löwdin partial charges, in e, on atoms 1 to 8: atom 1 (C): 0.001, atom 2 (C): -0.221, atom 3 (C): -0.013, atom 4 (C): -0.122, atom 5 (N): 0.070, atom 6 (C): -0.118, atom 7 (C): 0.091, atom 8 (C): 0.046